# 1
Computed, not measured: C14H24F6N6O4Re as an isolated structure in a non-equilibrium geometry, with ωB97M-V/def2-TZVPD.

Values from the calculation:
2S+1: 2
Strongest force on any atom: 2.08 eV Å⁻¹
Charge: +2
DFT total energy: -50456.69617 eV

XYZ file:
```
55
Properties=species:S:1:pos:R:3:forces:R:3
Re -0.11549 -0.15565 0.12712 -1.42 -0.82 0.17
C -1.31169 -1.28985 4.21032 -0.05 0.29 0.34
C -0.95799 -1.16555 2.78722 0.29 1.27 0.06
N -0.41399 -0.10025 2.26422 -0.13 -0.11 -0.89
O -0.00689 0.85345 3.14992 0.05 -0.23 0.58
C -1.03999 -2.26215 1.79652 0.25 0.83 0.30
C -1.67939 -3.55925 2.11672 0.21 -0.14 -0.12
N -0.46409 -1.98725 0.70072 -0.06 -0.85 -1.72
O -1.92179 -1.72095 -1.35698 -0.52 0.11 -0.06
H -1.54679 -0.30565 4.61392 -0.07 -0.07 0.05
H -0.46759 -1.66885 4.79322 0.03 -0.08 -0.06
H -2.15239 -1.96735 4.34642 0.03 -0.01 -0.03
H 0.09691 1.72125 2.72472 -0.30 -0.43 -0.45
H -1.33159 -3.94735 3.07102 0.01 -0.07 0.10
H -1.48149 -4.27365 1.32442 0.04 -0.04 -0.02
H -2.75829 -3.41645 2.18492 -0.09 0.05 0.06
N 5.73401 0.36735 1.16312 0.09 0.00 -0.05
C 5.39031 -0.49645 0.21242 0.22 0.10 0.28
N 6.31561 -1.09715 -0.52038 0.12 -0.01 0.03
N 4.13261 -0.80375 -0.07438 -0.14 -0.16 -0.43
C 2.95471 -0.58165 0.22182 -0.18 -0.20 0.08
N 1.78111 -0.52415 0.34902 0.82 0.81 0.29
H 6.70411 0.56815 1.35332 -0.04 0.02 0.01
H 5.04901 0.81785 1.74642 -0.05 -0.06 -0.07
H 7.30141 -0.93045 -0.39508 -0.02 -0.01 0.04
H 6.03161 -1.77335 -1.21228 -0.02 0.07 0.03
C -3.97929 1.58225 -0.29978 0.37 -0.17 -0.02
C -2.48709 1.92795 -0.24418 -0.81 1.67 0.41
O -1.65759 0.86165 -0.39928 1.61 -1.28 0.26
C -2.15689 2.56635 1.12252 0.26 -0.39 0.44
F -2.48839 1.71825 2.10632 -0.42 -0.09 0.06
F -0.80459 2.70385 1.23862 0.21 0.42 -0.01
F -2.70489 3.73055 1.37312 -0.16 0.14 -0.21
C -2.13759 2.95765 -1.35328 0.17 -0.18 -0.18
F -2.31519 2.39585 -2.55288 -0.18 -0.22 -0.21
F -0.83989 3.29415 -1.28348 0.21 0.12 0.02
F -2.85469 4.06405 -1.30178 -0.20 0.03 0.16
H -4.18359 0.76695 0.39252 -0.02 0.07 0.02
H -4.25609 1.27205 -1.30518 0.03 0.02 -0.02
H -4.56819 2.45585 -0.02618 -0.03 -0.02 0.00
C -0.97179 -2.28465 -2.23458 0.41 0.16 -0.36
C -0.30599 -1.19395 -3.06508 -0.50 -0.69 -0.17
O 0.37101 -0.26655 -2.21418 -0.23 -0.22 1.30
C 0.75031 0.91185 -2.93888 0.29 0.66 -0.23
C 1.72891 1.73085 -2.12148 -0.29 -0.42 -0.08
H -1.43119 -3.01805 -2.90568 0.13 0.04 0.04
H -2.62589 -1.30625 -1.87378 0.03 -0.05 0.04
H -0.23869 -2.78425 -1.59308 -0.14 0.00 -0.20
H -1.07399 -0.65505 -3.63938 0.18 -0.02 0.04
H 0.42351 -1.63075 -3.75698 -0.10 0.10 0.05
H -0.14499 1.49285 -3.18518 0.05 -0.15 0.09
H 1.21281 0.59345 -3.88008 -0.05 -0.02 0.14
H 1.31041 1.95475 -1.13588 0.00 0.17 0.08
H 1.92731 2.67325 -2.62538 0.01 0.06 0.03
H 2.66011 1.18395 -1.99588 0.13 0.03 0.03
```
Positions in Å, forces in eV/Å.

---

# 2
Computed, not measured: C14H24N7OPPdS3 as an isolated structure, with ωB97M-V/def2-TZVPD.

Values from the calculation:
Strongest force on any atom: 0.79 eV Å⁻¹
Charge: -2
DFT total energy: -72663.32192 eV
Energy relative to the best compared isomer or geometry (same formula, charge and spin): 19.26 kJ/mol

XYZ file:
```
51
Properties=species:S:1:pos:R:3:forces:R:3
Pd -2.09000 0.93033 0.54179 -0.77 0.14 0.13
S -2.12352 0.28417 2.94632 0.17 0.07 0.02
C -2.68398 -1.35290 2.80451 0.04 -0.05 0.08
C -2.72953 -2.11291 4.02428 -0.01 0.06 -0.06
N -2.75045 -2.69497 5.02159 0.01 -0.01 0.00
C -3.07758 -1.95551 1.63963 -0.02 -0.13 -0.02
S -3.07523 -1.21548 0.06558 0.09 0.02 -0.04
C -3.53040 -3.31951 1.68214 0.03 0.08 -0.01
N -3.89402 -4.41565 1.68036 -0.01 0.00 0.00
C -4.89636 1.89053 -0.86645 -0.01 0.09 -0.01
N -3.76312 1.82840 -1.75884 0.01 -0.07 -0.01
C -3.78751 1.03508 -2.90782 0.00 -0.01 -0.03
C -2.53100 0.72190 -3.24879 -0.02 -0.05 0.04
N -1.66369 1.32387 -2.34581 0.11 0.17 0.02
C -2.42026 1.84081 -1.24952 0.18 0.12 0.03
S -1.82294 3.17021 -0.24255 0.03 -0.20 0.05
H -5.48899 0.97371 -0.93055 0.01 -0.01 0.02
H -5.53201 2.75648 -1.08566 -0.02 -0.02 -0.02
H -4.53271 1.97462 0.15693 0.01 0.03 -0.01
H -4.71118 0.80497 -3.41278 -0.01 -0.02 0.02
H -2.17763 0.15149 -4.09163 0.00 0.02 -0.01
H -0.77160 0.92318 -2.08566 0.00 -0.01 -0.02
C 4.34967 1.08961 0.68636 0.02 0.01 -0.02
N 3.02253 1.35838 0.19503 0.02 -0.03 0.05
C 2.44439 2.62647 0.61932 0.02 0.01 -0.06
P 1.98832 0.13967 -0.27845 0.06 0.00 0.05
O 0.84852 0.73225 -0.99953 0.17 -0.17 -0.23
N 1.67372 -0.78916 1.06956 -0.28 0.26 0.06
C 1.50794 -0.03558 2.32359 0.06 -0.01 0.01
C 0.47621 -1.63672 0.85329 0.17 -0.08 0.06
N 2.87681 -0.90356 -1.23834 -0.15 -0.12 -0.02
C 2.66081 -0.86313 -2.67198 0.08 0.07 -0.02
C 3.49078 -2.12767 -0.77521 0.05 0.00 0.00
H 4.39175 1.03086 1.78371 0.01 0.00 0.00
H 5.03333 1.88688 0.37234 0.00 0.00 0.00
H 4.72115 0.14988 0.27785 -0.01 0.00 0.00
H 2.48075 2.73553 1.71026 -0.02 0.01 0.00
H 1.40588 2.69109 0.29184 0.00 0.00 0.01
H 3.00301 3.45513 0.17032 0.01 0.00 0.02
H 2.42732 0.49487 2.57234 -0.01 0.01 0.00
H 1.29215 -0.74888 3.11986 0.01 0.00 0.00
H 0.66345 0.65839 2.28525 -0.01 -0.01 0.00
H 0.55938 -2.17125 -0.09482 -0.04 0.02 -0.01
H -0.42582 -1.01762 0.84142 -0.02 -0.17 -0.08
H 0.39982 -2.36047 1.66661 0.04 -0.02 -0.01
H 2.04626 -0.00384 -2.92859 0.00 0.00 0.01
H 2.14209 -1.76851 -3.01043 -0.01 0.01 0.00
H 3.61447 -0.79444 -3.20977 0.01 -0.02 0.01
H 3.52507 -2.14392 0.31055 0.00 0.01 0.00
H 4.51085 -2.22066 -1.17069 0.00 0.00 -0.01
H 2.92310 -3.00642 -1.10875 0.00 0.00 0.00
```
Positions in Å, forces in eV/Å.

---

# 3
Computed, not measured: a 4-piece molecular cluster, C14H24O10S overall in a non-equilibrium geometry, with ωB97M-V/def2-TZVPD.

Values from the calculation:
Strongest force on any atom: 2.73 eV Å⁻¹
DFT total energy: -46216.77719 eV
Energy relative to the best compared isomer or geometry (same formula, charge and spin): 33.53 kJ/mol

XYZ file:
```
49
Properties=species:S:1:pos:R:3:forces:R:3
C 19.26940 -11.65279 -9.27285 0.67 -0.70 0.01
C 19.66297 -11.01190 -7.92797 -0.29 -0.36 -2.69
C 20.65470 -11.82315 -7.13472 0.44 0.54 1.83
O 21.70474 -10.88365 -6.83292 0.40 -0.18 -0.44
C 21.63276 -9.84225 -7.68131 -0.16 0.12 0.19
O 22.48012 -9.02895 -7.84827 0.03 0.06 0.01
O 20.43305 -9.84095 -8.29910 -0.63 0.03 0.42
H 20.11048 -12.23928 -9.65710 -0.04 -0.08 0.07
H 19.07511 -10.93263 -10.06570 -0.32 0.31 0.36
H 18.41931 -12.32555 -9.15359 -0.04 0.03 -0.03
H 18.69061 -10.83514 -7.47046 0.50 0.88 0.76
H 21.09576 -12.68096 -7.63886 -0.22 -0.02 -0.11
H 20.30900 -12.05957 -6.12780 -0.35 -0.63 -0.34
C 12.20950 -17.07477 -9.34566 0.49 -0.37 -0.34
C 11.65597 -15.95394 -10.18674 -0.68 -1.22 -0.95
C 11.23507 -16.36343 -11.61622 0.42 0.03 0.17
O 10.15010 -15.49468 -11.87918 -0.63 0.36 -0.54
C 9.60024 -15.08467 -10.72499 0.40 0.23 0.63
O 8.61163 -14.43453 -10.61217 0.01 -0.22 -0.16
O 10.38059 -15.48543 -9.68528 0.31 0.24 0.08
H 12.45490 -16.67389 -8.36588 0.02 -0.36 0.16
H 13.11317 -17.47553 -9.81388 0.32 0.64 0.09
H 11.62624 -17.99698 -9.30694 -0.76 0.51 0.29
H 12.38352 -15.14535 -10.24924 -0.17 0.28 0.23
H 10.86492 -17.39064 -11.69934 0.24 0.00 0.20
H 11.99050 -16.17168 -12.37854 0.06 -0.14 0.16
C 18.36038 -13.74603 -12.29059 0.70 -0.64 1.21
C 16.88152 -14.05589 -12.29798 0.30 0.46 -1.72
C 16.47306 -15.17213 -13.25800 0.49 -0.82 0.23
O 15.85649 -16.15025 -12.39437 -0.54 0.10 -0.09
C 15.80119 -15.68465 -11.13759 0.50 0.14 -0.59
O 15.26751 -16.20704 -10.22308 -0.55 -0.62 0.62
O 16.47841 -14.53377 -11.03163 0.04 0.67 0.43
H 18.92267 -14.67522 -12.13963 -0.16 -0.08 0.06
H 18.54939 -13.16350 -11.38453 0.14 0.20 -0.24
H 18.84710 -13.28744 -13.14562 -0.72 0.27 -0.29
H 16.31902 -13.16739 -12.59076 -0.11 0.10 0.50
H 17.34091 -15.67974 -13.67818 -0.04 0.23 -0.28
H 15.78814 -14.86405 -14.04048 -0.02 -0.03 0.04
C 14.65953 -11.72167 -14.87422 0.17 1.27 -0.08
S 16.41546 -11.56396 -15.45301 -0.63 -1.11 0.73
O 16.99727 -12.92345 -15.23103 0.25 0.10 -0.24
C 17.03074 -10.53913 -14.06917 -0.79 0.01 -0.20
H 14.60080 -11.92484 -13.80622 0.22 0.00 0.04
H 14.01788 -12.42336 -15.40252 0.66 -0.29 -0.36
H 14.23445 -10.73286 -15.08505 -0.07 -0.05 0.27
H 17.33744 -11.17087 -13.24046 -0.08 -0.26 -0.08
H 16.17314 -9.93586 -13.76476 0.34 0.32 0.08
H 17.87524 -9.93909 -14.39503 -0.10 0.07 -0.13
```
Positions in Å, forces in eV/Å.

---

# 4
Computed, not measured: C14H24O15PbS as an isolated structure in a non-equilibrium geometry, with ωB97M-V/def2-TZVPD.

Values from the calculation:
Strongest force on any atom: 3.21 eV Å⁻¹
Charge: -2
DFT total energy: -61700.42579 eV
Energy relative to the best compared isomer or geometry (same formula, charge and spin): 96.95 kJ/mol

XYZ file:
```
55
Properties=species:S:1:pos:R:3:forces:R:3
Pb 0.44938 1.81170 1.07091 1.01 0.95 2.90
C -1.44465 2.91573 3.85167 0.96 0.22 -1.07
O -0.26371 2.25312 3.61917 -0.75 -0.26 -0.33
H -1.24316 3.97862 4.10666 -0.35 0.11 0.22
H -2.06859 2.96917 2.92710 -0.35 0.10 0.07
H -2.12761 2.51619 4.63943 0.12 -0.24 0.24
C 3.53046 0.35824 2.46743 -1.46 1.48 1.14
O 2.30004 0.94775 2.72949 0.09 -0.75 -0.76
H 4.27074 0.99971 2.99067 0.74 0.01 -0.78
H 3.71979 -0.60627 2.99887 -0.33 -0.54 -0.34
H 3.69321 0.25759 1.38011 0.69 -0.18 -0.03
S 1.08476 4.42556 -0.40876 0.30 1.32 -1.00
O 1.09780 4.64018 -1.87849 0.32 -0.31 0.14
O -0.23448 3.81807 -0.06505 -1.25 0.49 0.45
O 2.04643 3.38770 0.03613 1.06 -1.35 0.01
O 1.41273 5.66649 0.30043 -0.67 0.01 -0.09
C 1.26669 -4.99458 -0.38725 0.48 0.25 -1.03
C 2.15605 -3.85596 0.12930 -1.05 -1.53 0.48
C 2.88625 -3.01093 -0.89631 0.84 0.87 0.80
O 2.38583 -1.69120 -0.69216 0.09 -0.33 -0.53
C 1.54535 -1.66448 0.36245 -0.30 0.23 -0.47
O 0.99233 -0.69683 0.73468 -0.08 -0.93 0.34
O 1.35723 -2.92377 0.83336 -0.07 -0.07 0.41
H 0.85110 -5.60816 0.40783 -0.27 0.36 0.14
H 1.86812 -5.68477 -0.99108 0.18 0.10 0.05
H 0.51564 -4.60116 -1.07550 -0.29 -0.06 0.29
H 2.79385 -4.37561 0.85072 0.50 0.61 -0.01
H 2.77430 -3.29142 -1.94114 -0.08 -0.12 0.03
H 3.93160 -2.93752 -0.58694 0.18 -0.34 -0.55
C 1.90904 -0.06266 -5.48903 0.71 0.09 1.20
C 1.47681 1.09665 -4.58627 -0.44 -0.13 -0.56
C 0.00360 1.52205 -4.71250 -0.08 -0.07 1.02
O -0.54189 1.34102 -3.38770 -0.27 -0.01 -0.60
C 0.43213 0.97783 -2.55187 0.06 0.67 0.89
O 0.35106 0.88969 -1.37015 -0.35 -0.60 -1.02
O 1.55551 0.74044 -3.23254 1.53 -0.52 0.11
H 2.96874 -0.27038 -5.30780 0.14 0.47 -0.28
H 1.75884 0.22331 -6.52684 -0.16 -0.43 -0.13
H 1.49463 -1.01377 -5.14640 -0.81 0.17 -0.51
H 2.11796 1.95584 -4.79453 0.07 -0.01 0.29
H -0.56385 0.84955 -5.35269 -0.08 0.44 -0.43
H -0.05178 2.59391 -4.88401 -0.36 -0.11 -0.61
C -4.08978 -1.06792 3.79756 0.10 0.72 -0.41
C -4.25931 -1.05220 2.26533 0.64 -1.37 1.73
C -5.20787 0.01237 1.73761 0.32 -0.75 -0.60
O -4.39919 0.68981 0.77588 -2.02 0.44 -0.03
C -3.13886 0.33609 0.89142 2.61 0.34 1.00
O -2.22533 0.94567 0.44464 -0.41 -0.42 -0.73
O -2.97329 -0.74044 1.71931 -1.09 0.41 -0.52
H -4.99931 -1.21423 4.38351 -0.25 0.03 -0.35
H -3.68647 -0.07528 4.01513 0.10 -0.11 0.43
H -3.37600 -1.81895 4.12848 0.14 0.02 -0.22
H -4.49891 -2.06945 1.94375 -0.27 0.14 -0.32
H -5.57453 0.68508 2.51020 0.13 0.20 -0.07
H -6.02945 -0.47720 1.21580 -0.21 0.31 0.01
```
Positions in Å, forces in eV/Å.